Density functional theory data (the ωB97M-V functional and the def2-TZVPD basis) for 2 unconnected molecules or ions with the total composition C36H34N2O6 in a non-equilibrium geometry.

ORCA input file:
```
! wB97M-V def2-TZVPD RIJCOSX def2/J DEFGRID3
* xyz 0 1
C -3.43774 -4.01118 2.12602
C -4.60345 -3.89968 1.14828
C -5.94616 -3.82591 1.90010
O -4.46454 -2.77801 0.27302
C -3.46883 -2.86658 -0.68449
O -3.13884 -1.86877 -1.30151
C -2.89797 -4.17283 -0.90520
C -1.79945 -4.41126 -1.85424
C -0.43481 -4.41951 -1.19371
C 0.08190 -5.59496 -0.62044
C 1.30543 -5.57158 0.04606
C 1.99386 -4.34427 0.14276
N 3.15457 -4.21163 0.96352
O 3.71666 -3.08104 0.94756
O 3.57950 -5.17526 1.63132
C 1.52058 -3.17443 -0.49627
C 0.29078 -3.22285 -1.14120
C -3.61413 -5.34730 -0.43608
O -3.29936 -6.50239 -0.67817
O -4.73430 -5.09548 0.33786
H -2.47776 -4.18600 1.61616
H -3.39171 -3.08383 2.71278
H -3.64883 -4.84439 2.80883
H -6.77311 -3.89662 1.18662
H -5.99215 -4.68140 2.58178
H -6.00863 -2.90032 2.47814
H -1.98380 -5.40752 -2.28274
H -1.84999 -3.60392 -2.59437
H -0.49165 -6.52068 -0.69797
H 1.73079 -6.45665 0.51772
H 2.10389 -2.25704 -0.43725
H -0.11937 -2.32633 -1.60969
C 3.37728 -1.42591 3.33748
C 4.48094 -1.22999 2.50469
C 4.68919 0.00101 1.88801
C 3.74042 1.01978 2.02288
C 3.89695 2.26022 1.17189
N 2.59593 2.76095 0.66817
C 2.24428 4.15842 1.02874
C 2.01260 5.10388 -0.12174
C 0.98265 6.04857 -0.02594
C 0.64119 6.82177 -1.13272
C 1.37708 6.70901 -2.32067
C 2.51939 5.89020 -2.35247
C 2.84197 5.09736 -1.24587
C 1.71788 1.90807 0.11774
C 0.38454 2.23674 -0.19396
C -0.44251 1.60815 -1.13289
C -1.44885 2.41184 -1.82851
C -1.67825 2.36917 -3.23726
C -2.60882 3.22208 -3.84463
C -3.36644 4.11731 -3.06807
C -3.10983 4.22423 -1.69650
C -2.17619 3.38422 -1.08870
C 2.68385 0.86369 2.92896
C 2.48477 -0.36907 3.56777
H 3.20566 -2.40074 3.79302
H 5.20311 -2.02877 2.34750
H 5.55711 0.16109 1.24432
H 4.36577 3.06717 1.75129
H 4.56170 2.02224 0.32155
H 1.35940 4.13876 1.67869
H 3.07130 4.54301 1.64377
H 0.42868 6.13141 0.91371
H -0.19101 7.52789 -1.06923
H 1.09073 7.28007 -3.20719
H 3.16329 5.87149 -3.23648
H 3.72398 4.44419 -1.26300
H 2.12094 0.92840 -0.17540
H 0.00031 3.15616 0.29091
H -0.29831 0.56989 -1.42068
H -1.07903 1.69791 -3.84703
H -2.78271 3.17575 -4.92088
H -4.20228 4.66677 -3.51374
H -3.67374 4.93162 -1.07951
H -1.98609 3.47405 -0.02122
H 1.98694 1.69608 3.10340
H 1.63283 -0.50647 4.23454
*
```

Output
molecular weight = 590.676 Da
HOMO = -5.83 eV
maximum force = 0.0516 Eh/bohr

=====

Density functional theory data (the ωB97M-V functional and the def2-TZVPD basis) for a molecular structure, C28H40N8SZr in a non-equilibrium geometry.

ORCA input file:
```
! wB97M-V def2-TZVPD RIJCOSX def2/J DEFGRID3
* xyz 2 1
Zr -0.63434 0.44465 -0.05760
N 0.44715 2.09931 1.37467
C 0.70751 1.74409 2.81201
C 0.72062 0.24331 3.01476
N -0.47078 -0.28271 2.28055
C -1.72599 -0.24665 3.06626
C -2.55949 0.99471 2.79297
N -2.79710 0.99840 1.33909
H 0.23843 3.07518 1.37285
H 1.31572 1.90398 0.89336
H 1.62936 2.20623 3.03169
H -0.05625 2.26179 3.41220
H 1.54036 -0.20406 2.48256
H 0.79152 -0.05545 4.07226
H -0.28043 -1.25312 2.05625
H -2.27662 -1.13097 2.79666
H -1.50345 -0.32725 4.10768
H -3.49763 0.99003 3.40564
H -2.00282 1.87904 3.10874
H -3.42648 0.20520 1.23229
H -3.36919 1.82263 1.18956
C -2.28633 4.79624 -0.76047
C -2.10624 5.06331 -2.11946
C -1.60705 4.03624 -2.88510
C -1.34501 2.81825 -2.32649
N -1.36699 2.56368 -0.96996
C -1.84328 3.59657 -0.24335
C -1.00527 1.62280 -3.20583
C -0.47015 1.71852 -4.51631
C -0.17650 0.52970 -5.18716
C -0.32098 -0.66615 -4.51534
C -0.77191 -0.65465 -3.24262
N -1.11915 0.40123 -2.53848
H -2.63458 5.60473 -0.13552
H -2.44794 6.01212 -2.59832
H -1.52276 4.10099 -3.98363
H -1.86312 3.43023 0.80849
H -0.35116 2.70171 -4.94667
H 0.15414 0.58964 -6.22835
H -0.15789 -1.56083 -5.09018
H -0.78213 -1.54715 -2.60795
C 2.66857 -2.05249 -0.71715
C 2.67107 -0.54248 -0.39913
C 3.22113 0.21437 -1.64006
C 1.21726 -0.12214 -0.25162
C 3.41534 -0.17429 0.85723
C 3.75222 -1.12130 1.79548
C 4.37763 -0.72684 2.97309
C 4.75186 0.58288 3.16836
C 4.45559 1.53617 2.19164
C 3.75440 1.17046 1.07989
H 2.09347 -2.22732 -1.62827
H 2.27657 -2.67499 0.08666
H 3.68797 -2.38676 -0.93918
H 2.82324 -0.27090 -2.53616
H 4.30790 0.27333 -1.66679
H 2.87695 1.25457 -1.60595
H 0.75743 -0.36225 -1.27044
H 3.55329 -2.17012 1.63185
H 4.65342 -1.44062 3.73293
H 5.28557 0.88168 4.06729
H 4.70607 2.56637 2.37203
H 3.46947 1.92176 0.30168
C -1.84598 -6.25384 0.25953
C -1.17013 -4.94315 0.65039
C -1.80599 -3.67368 0.10878
N -1.31708 -2.52106 0.26774
N -1.94183 -1.49543 -0.37525
C -2.96428 -1.93253 -1.05469
N -3.83427 -1.08123 -1.68980
S -3.26832 -3.61552 -0.86937
H -1.38779 -7.12857 0.81826
H -1.80824 -6.45479 -0.78021
H -2.86665 -6.23053 0.60179
H -0.12632 -4.88819 0.37062
H -1.21447 -4.87644 1.75311
H -3.58186 -0.08700 -1.75499
H -4.40896 -1.47265 -2.40101
*
```

Output
molecular weight = 611.975 Da
HOMO = -12.44 eV
maximum force = 0.0633 Eh/bohr

=====

Density functional theory data (the ωB97M-V functional and the def2-TZVPD basis) for a gas-phase ion, C5H8NS (charge +1) in a non-equilibrium geometry.

ORCA input file:
```
! wB97M-V def2-TZVPD RIJCOSX def2/J DEFGRID3
* xyz 1 1
C 0.75244 0.23805 0.14141
C 3.15726 -0.63985 0.02515
C -0.46095 -0.73008 -0.15578
C -1.72672 -0.10924 0.45887
C -1.96993 1.14872 -0.24706
N 1.92662 -0.30066 0.19796
S 0.49938 1.83621 0.27126
H 3.50710 -0.57756 -0.99436
H 3.91168 -1.01253 0.75981
H -0.69812 -0.75299 -1.23566
H -0.05367 -1.71252 0.14994
H -2.52905 -0.79873 0.12357
H -1.91848 0.11419 1.48387
H -1.91183 1.25029 -1.26408
H -2.48572 2.04671 0.28511
*
```

Output
molecular weight = 114.193 Da
HOMO = -13.71 eV
maximum force = 0.0947 Eh/bohr

=====

Density functional theory data (the ωB97M-V functional and the def2-TZVPD basis) for a molecular structure, C5H10O.

ORCA input file:
```
! wB97M-V def2-TZVPD RIJCOSX def2/J DEFGRID3
* xyz 0 1
C -1.26826 0.12780 -0.96894
C -0.44198 -0.35978 0.22807
C -1.01197 0.11392 1.56321
C 1.00282 0.00613 0.05525
O 1.64847 0.62062 0.98340
C 1.90809 -0.28001 -1.00274
H -0.85770 -0.24424 -1.91224
H -1.27855 1.22306 -1.00975
H -2.30358 -0.21703 -0.87930
H -0.44448 -1.46124 0.20736
H -1.02805 1.20764 1.61150
H -0.41259 -0.24652 2.40367
H -2.03800 -0.24910 1.68422
H 1.72954 -1.11023 -1.68560
H 2.22475 0.63044 -1.51895
H 2.57150 0.23854 0.24083
*
```

Output
molecular weight = 86.134 Da
HOMO = -8.58 eV
maximum force = 0.0081 Eh/bohr

=====

Energy above the lowest of the compared OMol25 structures with the same formula, charge and spin list, top to bottom, in eV: 0.318; 0.349; 2.896; 2.885